No. 1
C14H32Cl2GaO12P2 as an isolated structure. Source: the Open Molecules 2025 dataset; level of theory: ωB97M-V/def2-TZVPD.

Positions of all 63 atoms, in Å:
1 C 6.079 -1.097 0.336
2 C 6.065 -1.336 -1.178
3 Ga 4.480 -0.548 -2.146
4 P 2.651 -2.070 -1.783
5 P 1.025 -1.193 -0.696
6 O -0.114 -2.096 -0.437
7 O 0.593 0.122 -1.512
8 O 1.567 -0.494 0.674
9 C 4.107 1.391 -1.586
10 Cl 2.844 2.100 -2.696
11 C 3.824 1.696 -0.105
12 C 2.511 2.358 0.265
13 Cl 5.174 2.768 0.549
14 H 5.145 -1.450 0.791
15 H 6.896 -1.622 0.848
16 H 6.176 -0.036 0.582
17 H 6.994 -0.978 -1.633
18 H 6.002 -2.416 -1.362
19 H 4.701 -0.542 -3.727
20 H 3.052 -2.890 -0.703
21 H 1.243 0.434 -2.164
22 H 2.285 -1.028 1.036
23 H 5.011 1.931 -1.860
24 H 3.951 0.788 0.481
25 H 2.379 2.310 1.348
26 H 1.676 1.826 -0.188
27 H 2.491 3.402 -0.045
28 C -5.658 -3.620 -4.939
29 O -5.221 -3.550 -3.583
30 C -4.232 -2.664 -3.375
31 O -3.749 -1.966 -4.228
32 O -3.908 -2.698 -2.094
33 C -2.832 -1.812 -1.714
34 H -6.447 -4.368 -4.954
35 H -6.044 -2.657 -5.271
36 H -4.841 -3.920 -5.593
37 H -3.103 -0.779 -1.928
38 H -1.912 -2.074 -2.226
39 H -2.687 -1.950 -0.651
40 C -3.088 -3.924 5.639
41 O -3.756 -3.184 4.616
42 C -3.709 -3.761 3.409
43 O -3.186 -4.817 3.165
44 O -4.338 -2.973 2.547
45 C -4.314 -3.436 1.188
46 H -3.208 -3.340 6.546
47 H -3.539 -4.908 5.758
48 H -2.032 -4.041 5.400
49 H -4.788 -4.412 1.109
50 H -3.290 -3.496 0.827
51 H -4.873 -2.707 0.611
52 C -1.551 4.348 1.149
53 O -1.565 5.763 1.401
54 C -0.355 6.319 1.397
55 O 0.682 5.742 1.215
56 O -0.488 7.629 1.629
57 C 0.753 8.339 1.643
58 H -2.591 4.039 1.181
59 H -1.119 4.138 0.173
60 H -0.975 3.831 1.914
61 H 1.257 8.249 0.683
62 H 1.405 7.956 2.426
63 H 0.493 9.375 1.839

Net charge = -1
Gap between HOMO and LUMO = 7.64 eV
DFT total energy = -135610.3118 eV

---

No. 2
C38H32Br2ClN2O2PRb as an isolated structure. Source: the Open Molecules 2025 dataset; level of theory: ωB97M-V/def2-TZVPD.

Positions of all 79 atoms, in Å:
1 Rb 0.266 0.271 0.213
2 C -0.891 2.126 -3.610
3 C -1.212 0.704 -3.237
4 C -1.982 0.428 -2.106
5 C -2.236 -0.881 -1.721
6 C -1.719 -1.939 -2.460
7 C -0.965 -1.677 -3.595
8 C -0.720 -0.365 -3.980
9 H -1.797 2.726 -3.698
10 H -0.353 2.176 -4.558
11 H -0.280 2.592 -2.832
12 H -2.358 1.241 -1.493
13 H -2.795 -1.054 -0.809
14 H -1.894 -2.960 -2.145
15 H -0.559 -2.494 -4.179
16 H -0.128 -0.168 -4.868
17 O -4.270 0.136 2.282
18 C -3.070 -0.140 2.255
19 O -2.241 -0.006 1.310
20 C -2.468 -0.783 3.532
21 P -0.739 -1.299 3.240
22 C -0.912 -2.734 2.110
23 C -2.111 -3.112 1.509
24 C -2.151 -4.177 0.619
25 C -0.994 -4.877 0.307
26 C 0.208 -4.507 0.895
27 C 0.245 -3.444 1.784
28 C -0.408 -2.194 4.817
29 C -0.896 -3.466 5.112
30 C -0.633 -4.061 6.336
31 C 0.121 -3.391 7.291
32 C 0.613 -2.125 7.013
33 C 0.354 -1.537 5.782
34 H -3.101 -1.599 3.889
35 H -2.447 -0.031 4.325
36 H -3.022 -2.570 1.722
37 H -3.093 -4.455 0.162
38 H -1.027 -5.703 -0.393
39 H 1.119 -5.042 0.655
40 H 1.190 -3.161 2.234
41 H -1.483 -3.998 4.372
42 H -1.018 -5.051 6.548
43 H 0.326 -3.856 8.247
44 H 1.203 -1.597 7.751
45 H 0.747 -0.549 5.561
46 Br 6.325 -0.728 -4.403
47 C 4.872 -0.520 -3.208
48 C 3.681 0.015 -3.655
49 C 2.654 0.122 -2.730
50 N 2.760 -0.250 -1.461
51 C 3.926 -0.734 -1.035
52 C 5.017 -0.901 -1.890
53 C 4.031 -1.050 0.429
54 C 5.248 -1.426 0.995
55 C 5.295 -1.623 2.361
56 Br 6.930 -2.111 3.175
57 C 4.166 -1.435 3.131
58 C 3.004 -1.071 2.467
59 N 2.924 -0.900 1.154
60 H 3.550 0.335 -4.679
61 H 1.694 0.529 -3.030
62 H 5.955 -1.311 -1.552
63 H 6.148 -1.533 0.412
64 H 4.178 -1.558 4.204
65 H 2.086 -0.910 3.023
66 Cl 5.132 1.974 1.686
67 C 3.518 2.474 1.191
68 C 2.476 2.500 2.115
69 C 1.210 2.887 1.740
70 C 0.884 3.290 0.389
71 C -0.385 3.638 -0.011
72 C 2.013 3.267 -0.508
73 C 3.273 2.874 -0.119
74 H 2.673 2.220 3.144
75 H 0.430 2.925 2.493
76 H -0.563 4.025 -1.006
77 H -1.203 3.682 0.697
78 H 1.867 3.610 -1.529
79 H 4.090 2.881 -0.834

Energy relative to the best compared isomer or geometry (same formula, charge and spin) = 13.8 kcal/mol
Net charge = -1
Gap between HOMO and LUMO = 4.33 eV
DFT total energy = -209555.3814 eV

---

No. 3
C5H8O2 as an isolated structure in a non-equilibrium geometry. Source: the Open Molecules 2025 dataset; level of theory: ωB97M-V/def2-TZVPD.

Positions of all 15 atoms, in Å:
1 O -2.006 -0.512 -1.494
2 C -1.211 -0.573 -0.336
3 C 0.263 -0.920 -0.533
4 C 0.672 0.075 0.599
5 O 1.021 -0.421 1.855
6 C 1.275 1.260 0.075
7 C -0.682 0.663 0.367
8 H -2.908 -0.302 -1.217
9 H -1.673 -1.279 0.388
10 H 0.617 -1.924 -0.330
11 H 0.549 -0.566 -1.528
12 H 1.982 -0.511 1.866
13 H 1.752 1.949 0.787
14 H 1.528 1.422 -0.961
15 H -1.112 1.645 0.398

Energy relative to the best compared isomer or geometry (same formula, charge and spin) = 105.8 kcal/mol
Net charge = 0
Gap between HOMO and LUMO = 8.47 eV
DFT total energy = -9405.2432 eV

---

No. 4
C33H37LaN2O2P2S2Se2 as an isolated structure in a non-equilibrium geometry. Source: the Open Molecules 2025 dataset; level of theory: ωB97M-V/def2-TZVPD.

Positions of all 81 atoms, in Å:
1 La -1.196 0.841 0.449
2 S -1.592 -1.886 -0.265
3 P 0.405 -1.746 -0.747
4 C 1.088 -0.231 -0.466
5 P 1.588 1.136 -1.214
6 S 0.442 2.902 -0.841
7 C 3.337 1.521 -0.781
8 C 4.080 0.474 -0.265
9 C 5.437 0.525 -0.124
10 C 6.112 1.626 -0.618
11 C 5.372 2.679 -1.148
12 C 3.985 2.655 -1.229
13 C 1.427 0.983 -3.024
14 C 0.180 0.669 -3.552
15 C 0.023 0.299 -4.863
16 C 1.126 0.131 -5.694
17 C 2.409 0.400 -5.181
18 C 2.545 0.791 -3.863
19 C 1.196 -3.108 0.284
20 C 0.751 -4.406 0.015
21 C 1.180 -5.502 0.781
22 C 2.076 -5.313 1.814
23 C 2.518 -4.024 2.046
24 C 2.074 -2.945 1.317
25 C 0.512 -2.420 -2.502
26 C -0.642 -2.804 -3.223
27 C -0.498 -3.180 -4.555
28 C 0.773 -3.206 -5.147
29 C 1.875 -2.882 -4.392
30 C 1.757 -2.422 -3.106
31 H 3.457 -0.339 0.088
32 H 6.030 -0.188 0.396
33 H 7.203 1.705 -0.685
34 H 5.894 3.580 -1.527
35 H 3.482 3.550 -1.586
36 H -0.718 0.823 -2.904
37 H -0.980 0.033 -5.174
38 H 0.986 -0.062 -6.731
39 H 3.343 0.252 -5.735
40 H 3.466 1.000 -3.408
41 H 0.136 -4.579 -0.835
42 H 0.805 -6.467 0.500
43 H 2.378 -6.177 2.408
44 H 3.255 -3.864 2.826
45 H 2.474 -1.942 1.509
46 H -1.641 -2.653 -2.810
47 H -1.435 -3.436 -5.052
48 H 0.860 -3.545 -6.176
49 H 2.855 -2.964 -4.842
50 H 2.634 -2.254 -2.492
51 C 0.602 -0.695 3.657
52 Se -1.394 -0.506 3.396
53 C -1.944 1.214 4.323
54 C -1.158 2.491 4.374
55 Se -0.290 3.102 2.786
56 C -1.705 4.261 2.110
57 H 0.894 -0.112 4.588
58 H 1.097 -0.178 2.842
59 H 0.826 -1.722 3.746
60 H -2.197 0.987 5.368
61 H -2.917 1.469 3.822
62 H -0.290 2.338 4.999
63 H -1.721 3.348 4.819
64 H -1.679 5.136 2.714
65 H -2.689 3.732 2.174
66 H -1.601 4.583 1.091
67 C -5.841 1.647 3.925
68 C -5.214 1.239 2.621
69 N -5.041 0.002 2.375
70 O -5.377 -0.724 3.517
71 C -4.664 2.211 1.616
72 C -5.591 3.364 1.088
73 N -3.499 1.857 1.154
74 O -2.932 2.481 0.162
75 H -5.638 2.677 4.068
76 H -5.433 1.100 4.768
77 H -6.957 1.420 3.882
78 H -4.973 -1.566 3.377
79 H -6.169 3.687 1.954
80 H -6.287 2.925 0.363
81 H -5.045 4.199 0.646

Energy relative to the best compared isomer or geometry (same formula, charge and spin) = 25.5 kcal/mol
Net charge = 0
Gap between HOMO and LUMO = 7.80 eV
DFT total energy = -213696.2341 eV

---

No. 5
C30H36N2O3PS3Si2TeTi as an isolated structure. Source: the Open Molecules 2025 dataset; level of theory: ωB97M-V/def2-TZVPD.

Positions of all 79 atoms, in Å:
1 Ti 2.258 0.236 0.467
2 S 3.623 0.000 -1.459
3 C 4.382 -1.226 -0.475
4 S 3.801 -1.332 1.187
5 C 5.353 -2.050 -0.937
6 C 5.929 -3.045 -0.086
7 N 6.379 -3.829 0.625
8 C 5.796 -1.940 -2.293
9 N 6.127 -1.814 -3.387
10 O 2.176 1.174 2.244
11 S 2.777 2.492 1.790
12 O 3.838 3.002 2.570
13 O 3.094 2.106 0.369
14 C 1.452 3.632 1.717
15 C 1.624 4.849 2.356
16 C 0.609 5.792 2.289
17 C -0.550 5.508 1.584
18 C -0.708 4.282 0.951
19 C 0.290 3.319 1.005
20 P 0.003 1.718 0.145
21 C -1.545 1.174 0.918
22 C -1.675 1.321 2.300
23 C -2.827 0.897 2.942
24 C -3.862 0.326 2.214
25 C -3.735 0.167 0.842
26 C -2.580 0.585 0.196
27 C -0.291 2.232 -1.565
28 C -1.534 2.600 -2.079
29 C -1.638 3.046 -3.389
30 C -0.505 3.145 -4.186
31 C 0.739 2.808 -3.672
32 C 0.845 2.351 -2.368
33 H 2.542 5.048 2.892
34 H 0.729 6.745 2.784
35 H -1.341 6.245 1.525
36 H -1.625 4.078 0.409
37 H -0.880 1.773 2.882
38 H -2.918 1.020 4.014
39 H -4.766 0.005 2.716
40 H -4.538 -0.279 0.268
41 H -2.499 0.453 -0.873
42 H -2.423 2.552 -1.465
43 H -2.606 3.325 -3.784
44 H -0.592 3.496 -5.207
45 H 1.626 2.897 -4.285
46 H 1.824 2.109 -1.975
47 C 0.128 -0.996 -3.608
48 Si -1.268 -2.020 -2.888
49 C -2.914 -1.175 -3.152
50 C -1.267 -3.730 -3.627
51 C -1.008 -2.239 -1.016
52 Te 1.042 -2.220 -0.472
53 C 0.894 -3.523 1.200
54 Si -0.075 -2.997 2.734
55 C -1.902 -2.982 2.342
56 C 0.497 -1.278 3.185
57 C 0.322 -4.216 4.084
58 H -0.252 -0.316 -4.376
59 H 0.885 -1.631 -4.074
60 H 0.640 -0.372 -2.871
61 H -3.214 -1.273 -4.199
62 H -2.859 -0.104 -2.933
63 H -3.707 -1.613 -2.540
64 H -1.360 -3.683 -4.715
65 H -2.095 -4.334 -3.248
66 H -0.334 -4.256 -3.404
67 H -1.328 -3.247 -0.733
68 H -1.552 -1.546 -0.385
69 H 1.933 -3.745 1.451
70 H 0.475 -4.434 0.765
71 H -2.184 -2.092 1.774
72 H -2.486 -2.982 3.267
73 H -2.204 -3.862 1.767
74 H 0.276 -0.580 2.371
75 H 1.566 -1.236 3.410
76 H -0.036 -0.896 4.059
77 H 0.014 -5.229 3.813
78 H -0.197 -3.948 5.008
79 H 1.393 -4.238 4.297

Energy relative to the best compared isomer or geometry (same formula, charge and spin) = 15.1 kcal/mol
Net charge = +1
Gap between HOMO and LUMO = 6.84 eV
DFT total energy = -128772.6533 eV

---

No. 6
An isolated molecule of C4H8N2O2 in a non-equilibrium geometry. Source: the Open Molecules 2025 dataset; level of theory: ωB97M-V/def2-TZVPD.

Positions of all 16 atoms, in Å:
1 C 0.903 -1.713 -1.691
2 C -0.873 0.618 1.981
3 N 0.621 -0.404 -1.156
4 C 0.812 -0.108 0.180
5 C -0.255 0.904 0.640
6 O -0.772 0.057 -1.497
7 N -0.340 2.072 0.050
8 O 1.529 -0.691 0.976
9 H -0.630 1.023 -1.614
10 H -0.878 2.725 0.632
11 H 0.181 -2.444 -1.315
12 H 1.904 -2.017 -1.364
13 H 0.860 -1.670 -2.782
14 H -1.395 -0.342 1.952
15 H -0.094 0.583 2.748
16 H -1.574 1.408 2.260

Energy relative to the best compared isomer or geometry (same formula, charge and spin) = 82.3 kcal/mol
Net charge = 0
Gap between HOMO and LUMO = 10.38 eV
DFT total energy = -11350.5433 eV
SMILES = [H]/N=C(\C)C(=O)N(C)O